Molecular formula: C23H33Br2IN2O7PS
Method: DFT, the ωB97M-V functional and the def2-TZVPD basis

Structure (XYZ):
```
70
C23H33Br2IN2O7PS | OMol25 | the ωB97M-V functional and the def2-TZVPD basis
C 3.642 4.748 -1.574
C 2.731 3.637 -2.282
I 0.628 4.094 -2.060
C 3.181 2.213 -1.715
C 2.051 1.375 -1.048
N 1.206 0.714 -1.863
C 0.254 -0.046 -1.196
C -0.695 -0.842 -2.070
S -0.452 -0.759 -3.875
C -1.045 0.903 -4.451
O -1.141 -1.795 -4.649
O 0.972 -0.808 -4.271
C -1.749 -1.628 -1.405
P -3.004 -2.608 -2.394
C -4.773 -2.270 -1.873
C -2.584 -4.430 -2.348
C -1.864 -1.689 0.117
C -2.931 -2.540 0.869
O -4.197 -1.893 1.100
C -4.123 -0.476 1.073
O -5.375 -0.013 1.631
C -6.035 0.892 0.739
C -7.370 1.345 1.491
O -8.512 1.387 0.613
C -0.888 -0.934 0.879
Br -0.959 -1.033 2.848
C 0.188 -0.070 0.266
N 1.005 0.613 1.159
C 1.919 1.313 0.444
C 2.939 2.169 1.287
C 4.284 1.350 1.555
C 4.974 1.883 2.872
Br 6.330 0.551 3.413
H 3.128 5.008 -0.603
H 3.646 5.678 -2.209
H 4.689 4.384 -1.396
H 3.019 3.664 -3.372
H 3.524 1.605 -2.605
H 4.086 2.348 -1.074
H -1.734 0.807 -5.323
H -1.558 1.395 -3.579
H -0.131 1.524 -4.669
H -5.487 -2.460 -2.713
H -5.032 -3.001 -1.046
H -4.955 -1.245 -1.463
H -3.048 -5.011 -1.506
H -2.926 -4.912 -3.310
H -1.462 -4.558 -2.347
H -2.540 -2.992 1.826
H -3.150 -3.429 0.203
H -3.319 -0.034 1.717
H -4.053 -0.028 0.044
H -6.365 0.316 -0.167
H -5.464 1.832 0.516
H -7.605 0.643 2.338
H -7.251 2.386 1.921
H -8.505 2.257 0.175
H 3.182 3.138 0.760
H 2.465 2.484 2.263
H 4.002 0.266 1.602
H 4.983 1.542 0.699
H 4.162 2.019 3.640
H 5.478 2.855 2.611
C 6.533 -3.558 5.033
C 7.959 -3.189 4.598
O 8.781 -4.132 4.579
O 8.127 -1.977 4.313
H 6.452 -4.622 5.266
H 6.256 -2.987 5.922
H 5.828 -3.325 4.230
```

Values from the calculation:
**HOMO energy**: -3.98 eV
**Total charge**: -1
**Largest force on an atom**: 4.800 eV/Å
**2S+1**: 1
**Frontier orbital gap**: 0.149 hartree

Löwdin population analysis, charges in e, atoms 1 to 4:
1. C -0.177
2. C -0.726
3. I 0.825
4. C -0.170

---

Molecular formula: C29H69ClNO15PSi2
Method: DFT, the ωB97M-V functional and the def2-TZVPD basis

Structure (XYZ):
```
118
C29H69ClNO15PSi2 | OMol25 | the ωB97M-V functional and the def2-TZVPD basis
C 4.180 -1.475 0.576
C 3.604 -2.734 -0.076
C 2.958 -2.509 -1.456
Cl 2.070 -4.066 -1.876
Si 1.661 -1.143 -1.503
O 0.773 -1.028 -0.059
Si -0.616 -0.103 -0.354
N -0.952 0.963 1.015
C -0.307 1.992 0.905
O 0.519 2.811 0.923
P -2.354 -1.469 -0.594
C -2.148 -2.817 0.663
O -2.232 -2.142 -2.133
H 5.000 -1.047 0.002
H 3.430 -0.730 0.842
H 4.625 -1.789 1.524
H 4.447 -3.417 -0.223
H 2.924 -3.253 0.595
H 3.672 -2.331 -2.259
H 2.397 0.141 -1.617
H 0.687 -1.266 -2.596
H -0.447 0.695 -1.586
H -1.154 -3.262 0.537
H -2.881 -3.607 0.521
H -2.199 -2.383 1.660
H -1.979 -3.067 -2.030
C -8.074 3.756 2.847
O -7.467 3.599 1.582
C -7.428 4.811 0.846
C -6.318 4.771 -0.184
O -5.032 5.014 0.370
C -4.467 3.951 1.124
C -3.961 2.801 0.280
O -5.031 1.976 -0.137
C -4.708 1.207 -1.278
H -9.118 4.074 2.740
H -8.048 2.794 3.354
H -7.525 4.484 3.455
H -7.267 5.661 1.519
H -8.395 4.931 0.339
H -6.487 5.591 -0.886
H -6.337 3.844 -0.758
H -5.157 3.606 1.896
H -3.605 4.392 1.635
H -3.279 2.189 0.879
H -3.421 3.198 -0.591
H -4.454 1.862 -2.123
H -5.591 0.628 -1.547
H -3.879 0.504 -1.086
C 7.099 -4.384 -1.927
O 7.077 -5.497 -1.064
C 6.735 -6.698 -1.742
C 7.255 -7.902 -0.987
O 8.643 -8.143 -1.184
C 9.544 -7.268 -0.518
C 9.647 -7.521 0.972
O 8.540 -6.954 1.654
C 8.327 -7.552 2.912
H 6.106 -4.211 -2.359
H 7.385 -3.509 -1.345
H 7.840 -4.522 -2.723
H 7.154 -6.696 -2.755
H 5.640 -6.750 -1.804
H 6.754 -8.785 -1.391
H 7.009 -7.846 0.074
H 9.313 -6.224 -0.730
H 10.521 -7.479 -0.957
H 10.561 -7.049 1.357
H 9.695 -8.601 1.153
H 8.126 -8.624 2.805
H 7.455 -7.083 3.365
H 9.191 -7.403 3.570
C 0.528 3.581 -9.292
O 0.122 3.303 -7.971
C -0.199 1.934 -7.784
C -0.072 1.549 -6.325
O 1.270 1.328 -5.907
C 2.071 2.493 -5.739
C 1.724 3.287 -4.496
O 0.560 4.067 -4.714
C -0.076 4.423 -3.507
H -0.278 3.364 -10.002
H 0.774 4.640 -9.350
H 1.421 3.002 -9.555
H 0.464 1.301 -8.384
H -1.236 1.782 -8.112
H -0.572 0.587 -6.192
H -0.576 2.267 -5.677
H 2.052 3.119 -6.632
H 3.093 2.124 -5.626
H 2.549 3.971 -4.255
H 1.571 2.598 -3.656
H -0.384 3.527 -2.953
H -0.967 4.998 -3.753
H 0.581 5.036 -2.881
C -2.363 3.456 8.482
O -3.132 2.521 7.759
C -4.520 2.645 8.024
C -5.335 2.079 6.880
O -5.433 2.953 5.763
C -4.274 3.081 4.948
C -4.019 1.878 4.065
O -3.418 0.829 4.806
C -3.606 -0.424 4.191
H -2.476 3.303 9.561
H -1.319 3.311 8.212
H -2.652 4.481 8.221
H -4.788 3.698 8.173
H -4.741 2.084 8.942
H -6.361 1.956 7.235
H -4.974 1.094 6.583
H -3.396 3.334 5.544
H -4.479 3.933 4.296
H -3.326 2.159 3.259
H -4.966 1.545 3.625
H -4.673 -0.658 4.101
H -3.140 -1.181 4.821
H -3.138 -0.448 3.200
```

Values from the calculation:
**HOMO energy**: -8.13 eV
**Total charge**: 0
**Largest force on an atom**: 2.136 eV/Å
**2S+1**: 1
**Frontier orbital gap**: 0.313 hartree

Löwdin population analysis, charges in e, atoms 1 to 4:
1. C -0.112
2. C -0.342
3. C -0.744
4. Cl 0.505

---

Molecular formula: C14H29N3O8PS
Method: DFT, the ωB97M-V functional and the def2-TZVPD basis

Structure (XYZ):
```
56
C14H29N3O8PS | OMol25 | the ωB97M-V functional and the def2-TZVPD basis
C 3.890 -2.583 2.568
C 4.070 -2.146 1.110
C 3.918 -0.641 0.805
C 3.113 0.224 1.769
C 1.581 0.116 1.643
O 1.113 1.430 1.487
C 1.021 -0.481 2.962
N -0.293 -1.289 2.896
S -0.055 -2.861 3.794
C -0.759 -1.557 1.469
O -1.376 -0.358 1.112
N -2.512 -0.559 0.143
O -2.487 0.248 -0.654
P -1.842 -3.176 1.474
C -3.366 -2.619 2.319
O -2.282 -3.468 -0.059
C 0.525 -1.787 0.650
O 0.120 -2.152 -0.662
C 0.655 -3.261 -1.092
N 1.134 -4.264 -1.382
O 1.180 -0.586 0.483
H 2.847 -2.828 2.772
H 4.432 -3.511 2.737
H 4.275 -1.866 3.290
H 5.075 -2.440 0.815
H 3.408 -2.752 0.490
H 4.921 -0.217 0.790
H 3.532 -0.534 -0.204
H 3.421 0.108 2.806
H 3.329 1.258 1.512
H 0.177 1.486 1.710
H 0.839 0.373 3.610
H 1.735 -1.105 3.482
H -1.015 -0.818 3.437
H 0.100 -2.246 4.985
H -4.125 -2.377 1.579
H -3.195 -1.768 2.971
H -3.711 -3.475 2.893
H -3.040 -2.927 -0.326
H 1.144 -2.568 1.103
C -3.494 4.751 -3.196
O -3.374 3.936 -4.348
C -2.315 4.329 -5.208
C -1.104 3.440 -5.047
O -0.512 3.579 -3.763
C -0.848 2.535 -2.877
H -4.182 4.253 -2.514
H -2.532 4.888 -2.696
H -3.907 5.731 -3.456
H -2.044 5.374 -5.033
H -2.680 4.240 -6.235
H -0.350 3.731 -5.785
H -1.374 2.396 -5.234
H -0.329 1.609 -3.152
H -1.927 2.354 -2.861
H -0.526 2.833 -1.879
```

Values from the calculation:
**HOMO energy**: -10.90 eV
**Relative energy (zero: lowest compared OMol25 entry of this formula, charge and spin)**: 0.000 eV
**Total charge**: +1
**Largest force on an atom**: 1.315 eV/Å
**2S+1**: 1
**Frontier orbital gap**: 0.240 hartree

Löwdin population analysis, charges in e, atoms 1 to 4:
1. C -0.096
2. C -0.221
3. C -0.163
4. C -0.083